# 1
Formula: C44H88Br2N4O26
Source: OMol25
Level of theory: ωB97M-V/def2-TZVPD

Atoms and positions in Å:
C -4.3328 0.9038 5.9375
O -5.7921 0.8989 5.7734
C -6.3593 -0.0626 4.9011
C -7.8754 0.0693 5.1525
N -8.6472 -0.6912 4.2553
C -10.0469 -0.3130 4.4552
C -11.0640 -0.7878 3.4427
O -11.2721 -2.1593 3.5309
C -10.7848 -2.8751 2.4082
H -4.0119 1.6928 6.6177
H -3.7308 0.9589 5.0305
H -4.0947 -0.0044 6.4912
H -6.0398 -1.1001 4.9994
H -6.1112 0.3770 3.9351
H -8.1600 1.1211 5.1790
H -7.9890 -0.3563 6.1496
H -8.3354 -0.6360 3.2962
H -10.2444 0.7568 4.5242
H -10.3010 -0.8174 5.3875
H -10.6697 -0.4486 2.4848
H -12.0283 -0.2872 3.5304
H -9.8760 -2.3494 2.1150
H -11.5336 -2.7142 1.6326
H -10.6461 -3.9289 2.6497
C 5.3345 9.2535 0.9515
O 4.0070 8.7198 1.1809
C 4.0333 7.3906 1.6783
C 2.5641 6.9471 1.8782
N 1.8404 7.1862 0.6430
C 0.3579 7.1790 0.6692
C -0.3752 5.8511 1.0552
O -1.7894 6.2936 1.2165
C -2.5949 5.1086 1.5174
H 5.9311 8.6155 0.2996
H 5.6337 9.3034 1.9985
H 5.4840 10.2820 0.6231
H 4.4307 7.3872 2.6932
H 4.6755 6.7369 1.0881
H 2.2039 7.5150 2.7361
H 2.4920 5.9215 2.2402
H 2.1310 8.1097 0.3553
H -0.0641 7.4196 -0.3066
H -0.0650 7.8772 1.3915
H -0.0856 5.4051 2.0067
H -0.3273 5.0899 0.2765
H -2.8456 4.4955 0.6517
H -3.6531 5.3186 1.6732
H -2.2758 4.3922 2.2743
C 7.0359 -5.0507 6.8728
O 7.1023 -3.9296 6.0005
C 5.7966 -3.5225 5.5675
C 5.7917 -2.2520 4.6399
N 5.9603 -2.6287 3.2594
C 4.8358 -3.4603 2.5872
C 4.8536 -3.5884 1.0550
O 5.5534 -4.7805 0.5467
C 5.9584 -4.6747 -0.8243
H 6.6754 -4.7063 7.8421
H 8.0093 -5.4270 7.1876
H 6.3047 -5.8278 6.6504
H 5.1898 -3.3471 6.4558
H 5.4159 -4.3711 4.9990
H 6.6155 -1.6179 4.9674
H 4.9495 -1.5680 4.7446
H 5.8406 -1.8209 2.6651
H 3.9734 -2.8252 2.7899
H 4.6146 -4.4259 3.0420
H 5.2826 -2.7025 0.5868
H 3.8398 -3.6622 0.6614
H 6.3857 -3.6841 -0.9802
H 5.1513 -4.9851 -1.4878
H 6.7984 -5.3645 -0.9055
C -1.0206 2.8647 -8.5106
O -0.6666 1.8927 -7.5647
C 0.0185 0.7205 -8.1784
C 0.9189 0.1657 -7.0843
N 2.1759 0.8872 -6.9230
C 3.1671 0.1939 -6.0945
C 4.3717 1.0715 -5.6459
O 3.8392 2.2581 -5.0309
C 4.8539 2.9753 -4.2895
H -1.5865 2.4974 -9.3667
H -0.3067 3.6295 -8.8162
H -1.6574 3.5158 -7.9117
H 0.8251 0.9054 -8.8878
H -0.7136 -0.0606 -8.3834
H 1.1828 -0.8738 -7.2789
H 0.3859 -0.0093 -6.1497
H 1.9584 1.8464 -6.6933
H 3.5200 -0.4898 -6.8666
H 2.6600 -0.4197 -5.3499
H 5.0304 1.3401 -6.4717
H 4.9700 0.4588 -4.9716
H 5.8486 3.0973 -4.7182
H 5.1019 2.3017 -3.4692
H 4.5141 3.9206 -3.8662
O 3.5268 -5.7775 -6.2234
C 2.8753 -5.5882 -5.2547
O 1.7439 -4.7822 -5.1866
C 1.0875 -5.1067 -3.9165
C 2.2234 -5.5665 -3.0690
O 3.1940 -5.9871 -3.9946
H 0.6377 -4.1928 -3.5284
H 0.2767 -5.8053 -4.1230
H 1.8907 -6.2768 -2.3122
H 2.7684 -4.7333 -2.6252
O -2.0409 -3.6146 -2.0819
C -2.1847 -3.5543 -0.8913
O -2.5217 -2.4911 -0.1730
C -2.7826 -2.8442 1.1761
C -2.9722 -4.3096 1.1348
O -2.2095 -4.5679 -0.0279
H -1.9679 -2.3901 1.7402
H -3.6429 -2.2440 1.4724
H -3.9731 -4.7404 1.1610
H -2.5711 -4.6573 2.0868
O 0.0211 -2.7631 3.4527
C 0.6021 -3.8819 3.2363
O 1.0562 -4.3667 1.9925
C 1.1750 -5.7301 2.0291
C 1.4511 -5.9265 3.4263
O 0.8828 -4.8915 4.0780
H 0.2294 -6.1666 1.7075
H 1.9292 -6.2368 1.4269
H 2.5230 -5.9992 3.6101
H 0.9887 -6.7974 3.8908
O 4.8977 0.4781 0.7542
C 4.3557 1.4751 0.4816
O 3.0822 1.6471 0.6513
C 2.7751 3.0516 0.2989
C 3.9942 3.4807 -0.4731
O 4.9060 2.5757 0.0722
H 1.9993 3.0407 -0.4667
H 2.5998 3.7151 1.1457
H 4.1665 4.5567 -0.4965
H 3.8797 3.3243 -1.5457
O -8.0720 -2.0997 -1.5151
C -7.3288 -1.1869 -1.2430
O -7.6417 0.1070 -1.2920
C -6.4372 0.8504 -0.9198
C -5.5281 -0.1402 -0.3708
O -6.0416 -1.3703 -0.8836
H -5.8905 1.1254 -1.8218
H -6.5783 1.6762 -0.2225
H -5.5428 -0.2693 0.7114
H -4.5121 -0.0054 -0.7419
O -1.1531 2.8263 -1.3835
C -0.8542 2.6245 -2.5675
O 0.3251 2.4891 -3.0303
C 0.3543 2.1779 -4.3844
C -1.0187 2.5297 -4.7688
O -1.7922 2.5148 -3.5875
H 1.1828 2.5949 -4.9570
H 0.4497 1.0923 -4.4080
H -1.3749 1.7967 -5.4927
H -1.1108 3.5011 -5.2545
Br -1.4112 0.1312 0.8050
C 0.1168 -0.3325 -0.4339
C 0.7612 -1.5306 0.1075
Br 1.9517 -2.1251 -1.3885
H 0.7593 0.5433 -0.5242
H -0.4224 -0.6399 -1.3299
H 0.0867 -2.3773 0.2348
H 1.4286 -1.3718 0.9546

structure (SMILES): COCCNCCOC.COCCNCCOC.COCCNCCOC.COCCNCCOC.O=C1OCCO1.O=C1OCCO1.O=C1OCCO1.O=C1OCCO1.O=C1OCCO1.O=C1OCCO1.BrCCBr
E_tot: -9052.21293 Eh
LUMO energy: 0.1 eV
molar mass: 1249.0 g mol⁻¹

=====

# 2
Formula: C44H90N8O10
Source: OMol25
Level of theory: ωB97M-V/def2-TZVPD

Atoms and positions in Å:
C -7.6052 -3.4276 1.8863
C -7.3063 -2.9222 0.6382
C -5.8638 -2.3804 0.3732
C -5.6322 -0.9430 0.9599
C -4.3806 -0.4726 1.2819
C -3.1532 -1.3948 1.0068
C -1.7963 -0.8798 1.6297
O -1.9263 -0.5202 3.0280
C -1.0613 0.2327 0.7588
N -0.4291 1.3059 1.5384
C -4.3268 0.9496 1.8935
O -3.4900 1.7968 1.6657
C -5.5061 1.3264 2.8639
C -5.1344 2.1608 4.1282
O -5.6095 1.6140 5.3758
C -5.2656 0.2764 5.5471
C -3.9085 -0.2613 5.5092
C -3.6157 -1.6811 5.7412
C -4.6940 -2.6574 5.9862
C -6.0554 -2.1170 6.0271
C -6.3476 -0.6888 5.8345
C -6.7443 0.8912 2.5109
C -7.9591 1.2806 3.4151
N -9.2164 1.4441 2.5994
C -6.8590 0.0168 1.2025
O -7.7903 0.1116 0.4461
H -6.7556 -3.5917 2.5954
H -8.6441 -3.6826 2.2160
H -8.0734 -2.9433 -0.1674
H -5.1600 -3.1036 0.8800
H -5.6008 -2.4360 -0.7202
H -3.3037 -2.4366 1.4171
H -3.0146 -1.5399 -0.1061
H -1.1056 -1.7797 1.6278
H -1.4366 -1.1928 3.5274
H -0.2360 -0.2037 0.0992
H -1.8199 0.6604 0.0481
H -1.0757 1.7158 2.2150
H 0.3519 0.9505 2.0983
H -5.4963 3.2167 4.0452
H -4.0067 2.2135 4.1738
H -3.0321 0.4028 5.3236
H -2.5683 -2.0730 5.7272
H -4.4937 -3.7463 6.1369
H -6.8934 -2.8341 6.2314
H -7.4174 -0.3981 5.9225
H -8.1654 0.5654 4.2481
H -7.7432 2.3117 3.8190
H -9.7301 0.5660 2.7173
H -9.7813 2.1404 3.0994
C -11.5141 -6.2644 2.1428
O -11.3794 -5.0738 1.3849
C -10.8986 -5.2616 0.0621
C -11.9712 -5.7055 -0.9507
C -12.3550 -7.1769 -0.8288
N -13.1847 -4.8870 -0.8468
H -10.7393 -6.9976 1.9017
H -12.5065 -6.6958 1.9953
H -11.4255 -6.0028 3.1991
H -10.5251 -4.2809 -0.2501
H -10.0341 -5.9374 0.0575
H -11.5496 -5.5638 -1.9512
H -13.0168 -7.3690 0.0167
H -12.8865 -7.5036 -1.7257
H -11.4688 -7.8073 -0.7202
H -12.9426 -3.9163 -1.0334
H -13.4640 -4.8815 0.1329
C 2.8691 -0.8024 -0.4118
O 1.7945 -0.1850 -1.0979
C 2.1808 0.8674 -1.9718
C 2.7062 0.4004 -3.3419
C 4.1273 -0.1507 -3.2935
N 1.8228 -0.6057 -3.9453
H 3.6614 -0.0910 -0.1627
H 3.2713 -1.6287 -1.0015
H 2.4770 -1.2243 0.5162
H 1.2714 1.4521 -2.1423
H 2.8926 1.5387 -1.4761
H 2.7217 1.2765 -3.9984
H 4.1728 -1.1627 -2.8870
H 4.5486 -0.1978 -4.3009
H 4.7773 0.4892 -2.6920
H 0.8990 -0.1975 -4.0724
H 1.6708 -1.3330 -3.2482
C 9.1230 3.0070 0.5884
O 7.7489 3.2002 0.8753
C 7.0599 4.0231 -0.0555
C 6.6240 3.3022 -1.3450
C 7.7667 3.0605 -2.3261
N 5.9679 2.0218 -1.0524
H 9.5783 3.8947 0.1405
H 9.2567 2.1409 -0.0635
H 9.6350 2.7916 1.5277
H 6.1563 4.3569 0.4643
H 7.6418 4.9265 -0.2773
H 5.8982 3.9494 -1.8482
H 8.4056 2.2276 -2.0287
H 7.3718 2.8162 -3.3145
H 8.3915 3.9506 -2.4307
H 5.1431 2.1996 -0.4822
H 6.5833 1.5005 -0.4293
C 11.0285 2.5226 -4.1558
O 9.9549 3.1391 -4.8446
C 10.3413 4.1916 -5.7171
C 10.8701 3.7254 -7.0868
C 12.2920 3.1759 -7.0371
N 9.9900 2.7184 -7.6915
H 11.8193 3.2350 -3.9041
H 11.4334 1.6971 -4.7449
H 10.6345 2.1001 -3.2295
H 9.4312 4.7750 -5.8899
H 11.0515 4.8644 -5.2197
H 10.8856 4.6018 -7.7431
H 12.3374 2.1641 -6.6309
H 12.7143 3.1299 -8.0437
H 12.9412 3.8163 -6.4348
H 9.0658 3.1247 -7.8204
H 9.8379 1.9905 -6.9950
C 16.4142 4.0686 -6.2434
O 15.3389 4.9863 -6.3450
C 15.6284 6.2914 -5.8643
C 16.3991 7.1821 -6.8575
C 17.8812 6.8375 -6.9645
N 15.8023 7.1395 -8.1974
H 17.0225 4.2445 -5.3519
H 17.0340 4.1095 -7.1414
H 15.9930 3.0635 -6.1830
H 14.6546 6.7572 -5.6824
H 16.1349 6.2414 -4.8922
H 16.3327 8.2107 -6.4881
H 18.0619 5.9444 -7.5640
H 18.4246 7.6546 -7.4447
H 18.3218 6.6818 -5.9765
H 14.8420 7.4714 -8.1398
H 15.7031 6.1586 -8.4547
C -11.5826 -6.9636 6.9761
O -11.3494 -5.9052 6.0625
C -12.0486 -4.7045 6.3585
C -11.3865 -3.8309 7.4407
C -11.5863 -4.3566 8.8587
N -9.9494 -3.6620 7.1924
H -12.6074 -6.9595 7.3575
H -10.8691 -6.9168 7.8013
H -11.4123 -7.9046 6.4503
H -12.0547 -4.1331 5.4247
H -13.0977 -4.9174 6.5984
H -11.8584 -2.8441 7.3932
H -10.9368 -5.2025 9.0879
H -11.3550 -3.5755 9.5866
H -12.6218 -4.6658 9.0217
H -9.8241 -3.2132 6.2874
H -9.5538 -4.5914 7.0574

structure (SMILES): C=CCC1=C(C[C@H](O)CN)C(=O)C(COc2ccccc2)=C(CN)C1=O.COC[C@@H](C)N.COC[C@@H](C)N.COC[C@@H](C)N.COC[C@@H](C)N.COC[C@@H](C)N.COC[C@@H](C)N
E_tot: -2920.65305 Eh
LUMO energy: -0.3 eV
molar mass: 891.2 g mol⁻¹

=====

no.,HOMO energy (Ha)
1,-0.317
2,-0.321